Entry 1:
{"formula": "C38H79N12O9", "method": "wB97M-V/def2-TZVPD", "species": ["N", "C", "N", "C", "C", "C", "C", "C", "C", "N", "C", "C", "C", "C", "C", "C", "C", "O", "N", "H", "H", "H", "H", "H", "H", "H", "H", "H", "H", "H", "H", "H", "H", "H", "H", "H", "H", "H", "H", "H", "H", "H", "C", "C", "O", "N", "C", "H", "H", "H", "H", "H", "H", "H", "C", "C", "O", "N", "C", "H", "H", "H", "H", "H", "H", "H", "C", "C", "O", "N", "C", "H", "H", "H", "H", "H", "H", "H", "C", "C", "O", "N", "C", "H", "H", "H", "H", "H", "H", "H", "C", "C", "O", "N", "C", "H", "H", "H", "H", "H", "H", "H", "C", "C", "O", "N", "C", "H", "H", "H", "H", "H", "H", "H", "C", "C", "O", "N", "C", "H", "H", "H", "H", "H", "H", "H", "C", "C", "O", "N", "C", "H", "H", "H", "H", "H", "H", "H"], "positions_angstrom": [[3.2638, 1.1669, 3.3678], [1.9436, 1.2013, 3.6430], [1.0081, 1.2638, 2.5458], [-0.0894, 0.2510, 2.6032], [-0.1540, -0.6578, 3.9102], [0.7768, -0.2103, 5.1249], [1.9802, -1.2691, 5.4135], [1.5744, -2.4618, 6.4009], [0.4861, -3.4787, 5.8107], [0.8311, -4.0202, 4.4661], [1.6798, -5.2397, 4.5127], [3.0580, -5.1329, 3.7239], [4.0959, -6.2987, 3.9616], [5.4425, -6.2911, 3.1934], [5.8878, -5.1650, 2.2056], [4.8603, -4.0116, 1.9769], [3.4770, -4.0352, 2.7248], [2.5907, -2.9573, 2.4165], [1.3636, 1.1661, 5.0079], [3.5816, 0.4872, 2.6470], [3.9839, 1.7952, 3.7450], [1.5066, 1.1095, 1.6435], [0.0551, -0.4563, 1.6981], [-1.1173, 0.7489, 2.4431], [-1.2453, -0.6112, 4.2941], [-0.0127, -1.7595, 3.5877], [0.1267, -0.2355, 6.0813], [2.4726, -1.6108, 4.4373], [2.7913, -0.6534, 5.9702], [1.2094, -2.0634, 7.4201], [2.5222, -3.0831, 6.6343], [-0.5502, -2.9733, 5.7483], [0.3662, -4.3488, 6.5553], [-0.0654, -4.2594, 4.0132], [1.0711, -6.0912, 4.0161], [1.8832, -5.6171, 5.5895], [3.8544, -7.1634, 4.6853], [6.1632, -7.1577, 3.3496], [6.8750, -5.1422, 1.6415], [5.0706, -3.1385, 1.2597], [1.7541, -3.2877, 2.0108], [2.0851, 1.3614, 5.7217], [-2.5997, 0.2457, -1.1257], [-3.2225, -0.1695, 0.1782], [-3.0932, 0.4907, 1.2055], [-3.9506, -1.3190, 0.1990], [-4.2191, -2.2287, -0.8936], [-2.0528, 1.1787, -0.9849], [-1.8972, -0.5194, -1.4659], [-3.3774, 0.4102, -1.8793], [-4.3374, -1.5325, 1.1076], [-5.3013, -2.2929, -1.0283], [-3.8353, -3.2146, -0.6215], [-3.7567, -1.9043, -1.8240], [-3.6233, 0.8753, -5.8368], [-4.2463, 0.4611, -4.5320], [-4.1156, 1.1247, -3.5056], [-4.9730, -0.6868, -4.5094], [-5.2423, -1.6008, -5.6022], [-3.0766, 1.8081, -5.6972], [-2.9211, 0.1113, -6.1761], [-4.3995, 1.0383, -6.5877], [-5.3595, -0.8987, -3.6005], [-6.3191, -1.6645, -5.7339], [-4.8567, -2.5861, -5.3254], [-4.7819, -1.2799, -6.5330], [2.7239, 4.6982, 6.0489], [3.9088, 3.8244, 6.3643], [3.7830, 2.7161, 6.8872], [5.1441, 4.2909, 6.0549], [5.4982, 5.5537, 5.4434], [1.8080, 4.1902, 6.3535], [2.7955, 5.6394, 6.5974], [2.6727, 4.8884, 4.9746], [5.8887, 3.6482, 6.2975], [6.0377, 5.3464, 4.5168], [6.1587, 6.0912, 6.1269], [4.6260, 6.1668, 5.2253], [-6.6126, -1.6777, -9.8503], [-7.2383, -2.0963, -8.5481], [-7.1108, -1.4371, -7.5208], [-7.9658, -3.2466, -8.5296], [-8.2322, -4.1563, -9.6231], [-6.0675, -0.7451, -9.7073], [-5.9090, -2.4412, -10.1906], [-7.3866, -1.5126, -10.6015], [-8.3538, -3.4612, -7.6218], [-9.3140, -4.2212, -9.7594], [-7.8481, -5.1418, -9.3507], [-7.7691, -3.8315, -10.5524], [6.7012, -0.6587, 1.8802], [6.3181, -0.0720, 0.5488], [5.1463, 0.0600, 0.2102], [7.3152, 0.3173, -0.2887], [8.7454, 0.2455, -0.0755], [5.7981, -0.9201, 2.4331], [7.2919, -1.5656, 1.7350], [7.2645, 0.0724, 2.4642], [6.9790, 0.7006, -1.1611], [9.1533, 1.2562, -0.1441], [9.1796, -0.3680, -0.8677], [8.9979, -0.1818, 0.8927], [1.3340, 2.4312, -4.2476], [0.2805, 2.6005, -5.3096], [-0.0911, 1.6696, -6.0113], [-0.2631, 3.8370, -5.4782], [0.0374, 5.0549, -4.7570], [1.6696, 1.3939, -4.2339], [2.1928, 3.0697, -4.4655], [0.9200, 2.6739, -3.2664], [-0.9612, 3.8715, -6.2077], [-0.8817, 5.4098, -4.2856], [0.3808, 5.8029, -5.4751], [0.8007, 4.9066, -3.9960], [-9.7667, 0.7078, -9.6714], [-8.9990, 1.2365, -10.8538], [-7.8401, 0.9088, -11.0765], [-9.6312, 2.1051, -11.6890], [-10.9840, 2.6112, -11.5999], [-9.1310, 0.0292, -9.1012], [-10.0652, 1.5311, -9.0192], [-10.6455, 0.1552, -10.0111], [-9.0527, 2.4151, -12.4571], [-11.5143, 2.3351, -12.5140], [-10.9389, 3.7002, -11.5298], [-11.5174, 2.2150, -10.7384], [7.1113, 3.4251, 10.7558], [6.4965, 2.9281, 9.4752], [6.9096, 3.2782, 8.3751], [5.4509, 2.0648, 9.5618], [4.8217, 1.5354, 10.7521], [7.9320, 4.1041, 10.5232], [6.3681, 3.9691, 11.3425], [7.5090, 2.5866, 11.3313], [5.0922, 1.7775, 8.6603], [4.8983, 0.4461, 10.7248], [3.7668, 1.8186, 10.7369], [5.2833, 1.9079, 11.6642]], "forces_ev_per_a": [[0.16, 0.02, -0.60], [-2.65, 0.60, 0.39], [3.18, -2.66, 2.33], [-2.19, -0.84, -0.66], [-1.13, 0.13, 0.14], [-0.13, -2.40, 1.51], [0.32, 0.83, 0.64], [0.29, -0.64, -0.36], [-0.41, 0.29, 0.86], [-0.61, -0.39, 0.82], [0.21, -1.04, -0.81], [3.54, -0.65, -1.21], [1.08, 2.91, -2.74], [-1.61, 2.01, -0.37], [-4.62, 0.80, 1.92], [-0.58, -2.89, 2.25], [1.57, -2.14, 0.22], [0.64, -1.25, -0.28], [1.21, 0.18, -4.04], [-0.39, 1.23, 0.19], [-0.71, -0.79, 0.43], [-0.23, 0.67, 0.97], [-0.19, 1.30, 1.38], [1.76, -0.62, 0.18], [1.78, 0.03, -0.71], [0.31, 1.87, 0.84], [1.03, 0.35, -1.53], [-0.94, 0.15, 1.36], [-1.19, -1.02, -0.79], [0.45, -0.47, -1.64], [-1.38, 1.04, -0.43], [1.64, -0.65, 0.02], [0.12, 1.26, -0.82], [0.83, 0.07, 0.39], [1.11, 1.16, 0.72], [-0.21, 0.84, -1.65], [0.44, 1.62, -1.35], [-1.15, 1.31, -0.15], [-1.53, -0.27, 1.02], [-0.46, -1.56, 1.25], [1.06, 0.06, 0.71], [-0.25, -0.30, -0.45], [0.00, -0.04, 0.20], [0.09, 0.13, 0.17], [0.08, -0.11, 0.07], [0.32, 0.37, 0.03], [-0.21, -0.11, 0.39], [-0.14, -0.11, 0.09], [-0.10, -0.01, -0.15], [0.30, -0.07, 0.03], [-0.02, 0.02, -0.14], [0.06, -0.15, -0.23], [-0.07, -0.07, -0.28], [0.00, 0.07, 0.16], [0.04, 0.16, -0.02], [-0.25, -0.15, 0.25], [-0.10, 0.12, -0.28], [0.62, 0.56, 0.06], [-0.13, -0.32, 0.77], [-0.05, -0.18, 0.11], [-0.08, 0.08, -0.14], [0.09, -0.16, -0.06], [-0.05, 0.05, -0.15], [0.32, -0.10, -0.13], [0.06, -0.07, -0.21], [-0.11, 0.07, 0.19], [-0.20, -0.11, 0.07], [0.74, 0.17, 0.03], [-0.35, -0.37, -0.24], [-0.88, -0.50, -0.12], [0.35, -0.18, 0.14], [0.18, 0.00, 0.00], [-0.03, 0.03, -0.20], [-0.01, 0.21, 0.08], [0.06, 0.19, 0.34], [-0.02, 0.27, -0.02], [-0.05, 0.16, -0.17], [0.05, -0.13, 0.05], [0.16, -0.03, 0.05], [-0.05, 0.04, 0.21], [-0.49, -0.01, -0.71], [0.27, 0.44, 0.01], [-0.21, -0.16, 0.41], [-0.21, -0.11, 0.03], [-0.12, -0.02, -0.11], [0.19, -0.01, -0.06], [0.01, 0.00, -0.13], [0.07, -0.14, -0.24], [-0.05, -0.06, -0.28], [-0.02, 0.05, 0.17], [-0.05, 0.02, 0.12], [-0.04, 0.22, -0.53], [-0.14, 0.02, 0.33], [-0.50, -0.21, 0.48], [-0.04, 0.18, -0.44], [0.07, -0.01, -0.15], [0.08, 0.10, 0.17], [0.14, -0.17, 0.00], [0.07, -0.05, 0.07], [0.22, -0.14, 0.10], [0.22, 0.02, 0.18], [-0.12, 0.04, -0.10], [0.13, -0.12, 0.09], [-0.41, -0.23, -0.49], [0.13, 0.08, 0.20], [0.27, -0.39, 0.16], [-0.38, 0.07, -0.37], [-0.14, 0.13, -0.12], [-0.05, 0.04, 0.18], [0.14, 0.11, -0.02], [0.08, 0.02, 0.09], [0.18, 0.18, 0.14], [0.08, 0.15, 0.24], [-0.08, -0.08, -0.12], [0.03, -0.14, 0.11], [0.43, 0.10, -0.34], [-0.23, 0.02, 0.07], [0.15, -0.33, 0.36], [0.25, 0.19, -0.40], [0.02, 0.15, -0.12], [-0.15, -0.11, -0.02], [-0.08, 0.14, 0.12], [-0.08, -0.02, 0.09], [-0.24, 0.09, 0.15], [-0.28, -0.03, 0.07], [0.14, 0.00, -0.08], [0.14, 0.13, 0.01], [-0.29, -0.23, -0.34], [0.12, 0.11, -0.07], [0.56, 0.31, 0.03], [-0.19, -0.14, -0.41], [-0.14, -0.12, -0.09], [0.07, -0.13, 0.12], [-0.11, 0.10, 0.11], [-0.11, 0.15, 0.05], [-0.09, 0.02, 0.28], [0.00, -0.09, 0.26], [0.00, -0.01, -0.15]], "homo_energy_ev": -10.2, "e_above_lowest_kj_mol": 583.1, "total_charge": 1, "e_lumo_ha": -0.1049}

Entry 2:
{"formula": "C5H12O2", "method": "wB97M-V/def2-TZVPD", "species": ["C", "C", "O", "C", "C", "O", "C", "H", "H", "H", "H", "H", "H", "H", "H", "H", "H", "H", "H"], "positions_angstrom": [[2.8891, 0.7825, 0.0211], [2.3550, -0.5730, -0.4271], [0.9992, -0.5067, -0.8215], [0.0912, -0.4767, 0.2511], [-1.2878, -0.2048, -0.3151], [-2.1706, -0.1002, 0.7733], [-3.4651, 0.2598, 0.3731], [2.4088, 1.1346, 0.9393], [2.7009, 1.5279, -0.7577], [3.9665, 0.7376, 0.2098], [2.4910, -1.3338, 0.3613], [2.9019, -0.9123, -1.3140], [0.0929, -1.4333, 0.7966], [0.3283, 0.3155, 0.9741], [-1.2676, 0.7284, -0.9017], [-1.5872, -1.0168, -0.9965], [-3.9075, -0.4926, -0.3003], [-3.4616, 1.2349, -0.1417], [-4.0775, 0.3289, 1.2759]], "forces_ev_per_a": [[-0.02, 0.09, 0.05], [0.25, 0.01, 0.02], [-0.04, -0.06, -0.10], [-0.13, 0.03, 0.19], [0.19, -0.03, -0.17], [0.05, -0.04, 0.05], [-0.31, 0.08, -0.04], [0.06, -0.10, -0.10], [0.07, -0.11, 0.06], [-0.13, -0.04, -0.04], [-0.06, 0.15, -0.14], [-0.08, 0.04, 0.16], [0.01, 0.08, -0.08], [0.01, -0.05, -0.09], [0.00, -0.10, 0.11], [0.01, 0.08, 0.09], [0.09, 0.13, 0.10], [-0.05, -0.18, 0.09], [0.07, 0.02, -0.16]], "homo_energy_ev": -9.8, "e_above_lowest_kj_mol": 155.4, "smiles": "CCOCCOC", "total_charge": 0, "e_lumo_ha": 0.0409}

Entry 3:
{"formula": "C3H6IrLiO5", "method": "wB97M-V/def2-TZVPD", "species": ["H", "C", "C", "O", "Ir", "O", "H", "H", "H", "C", "O", "O", "H", "Li", "O", "H"], "positions_angstrom": [[0.6413, -0.7992, -2.3761], [1.0907, -1.1210, -1.4139], [0.6184, -0.1517, -0.3376], [-0.7919, -0.1695, -0.2820], [3.9088, -0.4795, -0.8345], [2.4653, -1.1749, -1.4881], [0.6564, -2.1172, -1.1913], [0.9961, 0.8606, -0.5586], [1.0402, -0.4558, 0.6390], [-1.4064, 0.7599, 0.6909], [-0.8653, 1.9278, 0.8375], [-2.7640, 0.7443, 0.3643], [-2.9314, 1.5408, -0.1495], [-0.1974, 1.5563, 2.5302], [-1.2647, 0.0247, 1.9252], [-1.1962, -0.9456, 1.6447]], "forces_ev_per_a": [[0.56, -0.21, 0.24], [-3.41, -0.53, -0.45], [-0.40, 0.78, 0.74], [1.10, -0.12, -0.96], [5.43, 2.36, 2.17], [-3.97, -2.06, -1.97], [0.56, 0.25, -0.21], [-0.11, -0.03, 0.00], [0.12, -0.07, -0.07], [-0.78, 0.66, 0.19], [0.62, -0.57, -0.11], [0.78, -0.33, 0.07], [0.03, 0.12, 0.00], [-0.56, 0.07, -0.36], [0.44, -2.23, -0.20], [-0.40, 1.92, 0.91]], "spin_multiplicity": 6, "homo_energy_ev": [-12.8, -12.8], "total_charge": 1, "e_lumo_ha": [-0.1501, -0.3134]}